Formula: C4H16NO3
Source: the Open Molecules 2025 dataset
Level of theory: ωB97M-V with the def2-TZVPD basis set

energy relative to the best compared isomer or geometry (same formula, charge and spin) = 2.0508 eV
gap between HOMO and LUMO (alpha / beta) = 9.42 / 8.62 eV
calculated total energy = -12035.84872 eV
F_max = 0.096 Eh/bohr
spin multiplicity = 2
HOMO energy (alpha / beta) = -0.3157 / -0.3162 Eh
LUMO level (alpha / beta) = 0.833 / 0.014 eV
M = 126.18 u

Element x y z (Å)
1 O -0.968 -2.652 -0.367
2 O 1.165 -2.973 1.259
3 O 2.114 -1.615 -0.887
4 N -0.912 -0.593 -2.030
5 C 0.167 2.808 2.067
6 C -1.058 1.654 0.175
7 C 0.277 1.236 -0.062
8 C -0.223 2.787 0.695
9 H 1.943 -1.947 0.037
10 H -1.267 -0.560 -2.963
11 H 0.704 1.202 -0.979
12 H -1.168 -1.869 -0.969
13 H 1.198 2.948 2.167
14 H -1.777 1.873 -0.711
15 H 0.963 -3.091 2.259
16 H 0.118 -0.665 -2.121
17 H 0.227 -2.805 0.869
18 H 3.100 -1.637 -1.055
19 H -0.424 3.740 0.185
20 H -0.480 3.232 2.716
21 H -1.722 -3.205 -0.495
22 H -1.519 1.289 1.167
23 H -1.198 0.262 -1.592
24 H 0.739 0.579 0.636